[1]
{"formula": "C3H6O2P", "method": "ωB97M-V/def2-TZVPD", "spin_multiplicity": 3, "s2": 2.01, "total_charge": -1, "homo_lumo_gap_ev": [7.8, 7.3], "symbols": ["C", "C", "C", "O", "O", "P", "H", "H", "H", "H", "H", "H"], "xyz": [[0.9915, 1.4602, 0.0854], [-0.4119, -0.0863, -0.0113], [-0.0700, -1.1817, 0.8507], [-2.7192, -0.1644, -1.5176], [-2.8257, 0.3242, 0.9931], [-2.1336, 0.4631, -0.2880], [0.3867, 2.1317, -0.4101], [1.7755, 1.1737, -0.5107], [-0.1005, -2.0433, 0.2623], [0.8214, -1.1884, 1.4208], [-0.9021, -1.2272, 1.6025], [-1.7292, 1.8527, -0.3447]]}


[2]
{"formula": "C5H8N2O", "method": "ωB97M-V/def2-TZVPD", "homo_lumo_gap_ev": 9.2, "symbols": ["C", "C", "C", "C", "C", "H", "H", "H", "H", "H", "H", "H", "H", "N", "N", "O"], "xyz": [[0.8183, -0.5377, -0.2848], [-0.1367, 0.5771, -0.9027], [-0.6379, -0.2455, 0.2182], [-1.6336, -1.2445, 0.1643], [-2.5133, -2.0691, -0.0146], [1.6420, 0.6836, 1.2476], [2.0699, -1.2202, 1.4092], [0.9447, -1.4322, -0.8428], [-0.3693, 0.5326, -1.9245], [1.6407, 1.7515, -0.9251], [-0.0751, 2.5802, -0.9509], [-0.3747, 1.4094, 1.3716], [-3.2457, -2.9167, 0.0258], [2.0076, -0.1512, 0.5877], [0.5497, 1.8237, -0.6085], [-0.6865, 0.4590, 1.4294]]}


[3]
{"formula": "C8H14N3O", "method": "ωB97M-V/def2-TZVPD", "smiles": "O=[NH+]/C=N\\N=C/C1CCCCC1", "total_charge": 1, "homo_lumo_gap_ev": [7.4, 7.4], "symbols": ["C", "C", "C", "C", "C", "C", "C", "C", "N", "N", "N", "O", "H", "H", "H", "H", "H", "H", "H", "H", "H", "H", "H", "H", "H", "H"], "xyz": [[3.3264, 1.8021, 2.1173], [-2.2872, -0.9254, -1.7817], [-0.8190, -1.0739, -2.0721], [-2.5979, 0.0929, -0.5339], [0.0862, -0.9605, -0.8510], [-1.6038, -0.1011, 0.6935], [-0.2099, 0.1142, 0.1557], [0.5946, -0.1872, 1.3991], [2.0637, 1.5104, 2.3595], [1.3707, 0.6333, 1.8440], [3.7806, 1.1430, 1.0171], [3.0637, 0.3590, 0.3430], [3.9468, 2.5043, 2.6650], [-2.8889, -0.6825, -2.6859], [-2.7453, -1.9090, -1.4805], [-0.5614, -1.9409, -2.6084], [-0.5852, -0.1935, -2.8608], [-2.4016, 1.0723, -1.1448], [-3.6164, 0.0932, -0.3477], [0.0890, -1.8902, -0.3360], [1.1383, -0.7578, -1.1028], [-2.0069, 0.5694, 1.5463], [-1.8011, -1.0991, 1.0019], [-0.1246, 1.1461, -0.0438], [0.1873, -0.9458, 2.1208], [4.6018, 1.6265, 0.5862]]}


[4]
{"formula": "C4H6NO2P", "method": "ωB97M-V/def2-TZVPD", "smiles": "Nc1ccc[pH]oo1", "homo_lumo_gap_ev": 8.7, "symbols": ["C", "C", "C", "C", "N", "O", "O", "P", "H", "H", "H", "H", "H", "H"], "xyz": [[-0.1387, -1.5777, 0.0177], [0.9528, -0.5512, -0.0712], [-1.4843, -1.3186, 0.1473], [0.9532, 0.7414, 0.2699], [2.1347, 1.5956, 0.2698], [-0.2395, 1.6355, 0.3996], [-1.2737, 1.1974, -0.4775], [-2.3807, 0.1645, 0.3355], [0.1206, -2.6853, -0.0008], [1.9148, -0.9560, -0.3309], [-2.1534, -2.1830, 0.2523], [3.0353, 1.3080, 0.0519], [1.6362, 2.4206, 0.0414], [-3.0775, 0.2087, -0.9049]]}


[5]
{"formula": "C38H39Br5N9O9PSrTe", "method": "ωB97M-V/def2-TZVPD", "total_charge": -2, "homo_lumo_gap_ev": 5.5, "symbols": ["Sr", "O", "C", "C", "C", "C", "C", "C", "C", "C", "N", "H", "H", "H", "H", "H", "H", "H", "H", "H", "H", "H", "C", "O", "C", "C", "C", "Br", "C", "C", "C", "O", "C", "N", "C", "C", "C", "C", "C", "C", "N", "H", "H", "H", "H", "H", "H", "H", "H", "H", "H", "H", "Br", "C", "C", "Br", "C", "Br", "C", "O", "C", "O", "C", "Br", "C", "N", "C", "C", "O", "N", "C", "N", "H", "H", "H", "H", "H", "H", "H", "C", "C", "O", "P", "O", "Te", "O", "C", "C", "H", "H", "H", "H", "H", "H", "H", "H", "H", "H", "N", "C", "N", "C", "N"], "xyz": [[0.8766, 0.9235, 0.9676], [-0.8721, 0.1806, -0.8193], [-0.9080, 0.0303, -2.2236], [-1.2870, 1.3244, -2.9243], [-0.3508, 2.4849, -2.5590], [1.0877, 2.1455, -2.8304], [1.5608, 2.0761, -4.1430], [2.8814, 1.7488, -4.3809], [3.7124, 1.5173, -3.2933], [3.1663, 1.6081, -2.0237], [1.8837, 1.8885, -1.7854], [-1.7955, 0.2332, -0.4831], [-1.6027, -0.7700, -2.5092], [0.0934, -0.2788, -2.5313], [-2.3107, 1.5990, -2.6552], [-1.2722, 1.1419, -4.0061], [-0.4589, 2.7540, -1.5080], [-0.6315, 3.3560, -3.1576], [0.8817, 2.2849, -4.9607], [3.2584, 1.6856, -5.3952], [4.7624, 1.2811, -3.4121], [3.7877, 1.4512, -1.1501], [-1.3936, -2.7232, 0.1637], [-0.2325, -2.7143, -0.6675], [-0.3436, -3.2701, -1.8892], [-1.3721, -4.1008, -2.2949], [-1.3839, -4.5749, -3.6051], [-2.8059, -5.7257, -4.1378], [-0.4177, -4.2324, -4.5127], [0.6314, -3.3961, -4.1058], [0.6886, -2.9348, -2.7920], [1.7162, -2.1688, -2.4116], [1.6325, -3.0021, -5.1070], [1.6883, -3.4780, -6.3304], [2.7448, -2.8161, -6.9223], [3.2645, -2.9212, -8.2123], [4.3513, -2.1337, -8.5437], [4.9277, -1.2520, -7.6160], [4.4284, -1.1325, -6.3317], [3.3307, -1.9228, -6.0089], [2.5954, -2.0621, -4.8607], [-1.4868, -3.6863, 0.6718], [-2.2867, -2.5154, -0.4291], [-1.2692, -1.9224, 0.8869], [-2.1587, -4.3752, -1.6085], [-0.4398, -4.5820, -5.5340], [1.7147, -1.7795, -1.4802], [2.8204, -3.6042, -8.9250], [4.7726, -2.1962, -9.5396], [5.7802, -0.6538, -7.9125], [4.8688, -0.4560, -5.6106], [2.7002, -1.6053, -3.9652], [-1.1691, 8.0524, 1.8313], [-0.5702, 6.2919, 2.2178], [-0.0518, 5.9839, 3.4581], [0.0912, 7.3067, 4.8110], [0.3705, 4.6627, 3.7143], [1.0510, 4.1567, 5.4166], [0.2801, 3.6427, 2.7755], [0.6558, 2.4124, 2.9839], [-0.2288, 3.9766, 1.4502], [-0.2578, 3.0563, 0.5612], [-0.6589, 5.2925, 1.2346], [-1.3292, 5.6600, -0.5046], [-4.1733, 0.6099, 4.8874], [-3.5435, 0.2731, 3.6314], [-4.2972, 0.0471, 2.4213], [-3.2149, 0.2182, 1.3604], [-3.4020, 0.0054, 0.1597], [-2.0648, 0.6101, 1.9349], [-2.3034, 0.7011, 3.2594], [-1.4250, 1.1619, 4.1189], [-4.4189, 1.6768, 4.9491], [-3.5327, 0.3182, 5.7178], [-5.0913, 0.0306, 4.9778], [-5.0819, 0.7976, 2.2781], [-4.7434, -0.9479, 2.3749], [-0.5264, 1.5792, 3.7677], [-1.5963, 1.0753, 5.1065], [3.8143, -3.4826, 2.9596], [3.0153, -3.0851, 1.7411], [3.9089, -2.5461, 0.7412], [3.6904, -1.0219, 0.2814], [2.2979, -0.8661, -0.2988], [4.1243, 0.5955, 1.9152], [4.8214, -0.9584, -0.8550], [4.8700, -1.9238, -1.9155], [6.1935, -2.6531, -1.8607], [3.1519, -3.9212, 3.7083], [4.2912, -2.6019, 3.3903], [4.5846, -4.2110, 2.6987], [2.2536, -2.3488, 1.9986], [2.5135, -3.9401, 1.2843], [4.7655, -1.3698, -2.8529], [4.0364, -2.6206, -1.8401], [7.0219, -1.9458, -1.9173], [6.2707, -3.3533, -2.6954], [6.2732, -3.2065, -0.9252], [0.4042, -1.1329, 2.6458], [-0.0999, -1.6740, 3.5444], [-0.6322, -2.3642, 4.5148], [-1.2258, -1.7159, 5.4929], [-1.7764, -1.2248, 6.3928]]}


Calculated ΔE to the lowest compared entry with this formula, charge and spin (kcal/mol), listed in the same order as above: 34.4, 140.6, 145.4, 126.8, 0.0